Below is one molecule with the formula C4H7NO2S2, with properties calculated with wB97M-V/def2-TZVPD.

The geometry in XYZ format:
```
16
C4H7NO2S2, DFT wB97M-V/def2-TZVPD
C 0.57 -0.87 0.26
C -0.07 1.40 -0.55
C 2.01 -0.70 0.09
C -1.69 -0.15 0.43
N -0.33 0.11 0.02
O 0.24 -2.00 0.66
O 2.72 -1.79 0.38
S 0.52 2.61 0.68
S 2.88 0.73 -0.26
H 0.67 1.33 -1.35
H -1.01 1.79 -0.96
H -2.29 -0.52 -0.41
H -1.68 -0.92 1.21
H -2.12 0.77 0.82
H 2.03 -2.46 0.63
H 4.07 0.16 -0.05
```

Output
- Strongest force on any atom: 2.93 eV/Å
- LUMO level: -2.312 eV
- HOMO level: -6.982 eV
- Charge: 0
- E: -1158.13364 hartree
- Energy above the lowest of the compared OMol25 structures with the same formula, charge and spin: 46.2 kcal/mol
- Multiplicity: 1

Here are the Löwdin charges for atoms 1 to 5, given in e: -0.45 -0.72 -0.51 -0.02 -0.14

=====

Below is an isolated ion of composition C4H7NO3 and charge -1, with properties calculated with wB97M-V/def2-TZVPD.

The geometry in XYZ format:
```
15
C4H7NO3, DFT wB97M-V/def2-TZVPD
C -1.40 -0.01 -1.18
O -2.47 -0.73 -0.90
C -0.12 -0.35 -0.17
C 0.64 0.90 0.20
C 2.03 0.52 0.77
O 2.28 0.89 1.93
O 2.73 -0.18 0.00
N -0.50 -1.11 0.98
H -1.58 1.02 -0.90
H -1.07 -0.10 -2.22
H 0.56 -0.93 -0.80
H 0.81 1.50 -0.71
H 0.11 1.53 0.91
H -1.42 -0.85 1.31
H -0.61 -2.10 0.76
```

Output
- Strongest force on any atom: 0.82 eV/Å
- LUMO level (alpha / beta): 3.649 / 1.584 eV
- HOMO level (alpha / beta): -4.159 / -4.125 eV
- Charge: -1
- E: -437.07259 hartree
- Energy above the lowest of the compared OMol25 structures with the same formula, charge and spin: 8.1 kcal/mol
- Multiplicity: 2

Here are the Löwdin charges for atoms 1 to 5, given in e: -0.30 -0.05 -0.35 -0.13 -0.75

=====

Below is a 2-piece molecular cluster, C4H7NO3 overall, with properties calculated with wB97M-V/def2-TZVPD.

The geometry in XYZ format:
```
15
C4H7NO3, DFT wB97M-V/def2-TZVPD
C 0.54 0.00 -1.10
C -1.40 1.40 -0.73
N -0.05 0.95 -0.41
C 0.43 -1.52 0.63
C 0.28 0.67 1.08
O 1.73 -1.91 0.85
O -0.49 -2.30 0.74
O -0.60 0.69 1.90
H 1.73 -2.84 1.13
H 1.60 -0.15 -0.93
H 0.09 -0.39 -2.01
H 1.35 0.84 1.25
H -1.40 1.80 -1.74
H -1.69 2.17 -0.02
H -2.11 0.57 -0.65
```

Output
- Strongest force on any atom: 1.78 eV/Å
- LUMO level (alpha / beta): -0.806 / -0.803 eV
- HOMO level (alpha / beta): -7.684 / -7.688 eV
- Charge: 0
- E: -436.95959 hartree
- Energy above the lowest of the compared OMol25 structures with the same formula, charge and spin: 115.3 kcal/mol
- Multiplicity: 1

Here are the Löwdin charges for atoms 1 to 5, given in e: 0.07 -0.04 -0.19 -0.46 -0.27

=====

Below is one molecule with the formula C4H7NO3, with properties calculated with wB97M-V/def2-TZVPD.

The geometry in XYZ format:
```
15
C4H7NO3, DFT wB97M-V/def2-TZVPD
C 0.66 -1.37 -0.60
C -0.43 2.12 0.68
C -0.45 -0.21 0.23
C -0.12 -0.89 1.87
N 0.49 -1.15 -1.98
O 0.29 0.94 0.32
O -1.61 -0.23 -0.17
O 0.65 -1.51 2.43
H -0.47 -1.28 -2.27
H 0.80 -0.23 -2.26
H 1.68 -1.15 -0.27
H 0.34 -2.37 -0.31
H -0.08 2.47 1.66
H -1.52 2.02 0.77
H -0.24 2.86 -0.10
```

Output
- Strongest force on any atom: 4.24 eV/Å
- LUMO level (alpha / beta): -0.235 / -0.236 eV
- HOMO level (alpha / beta): -8.720 / -8.720 eV
- Charge: 0
- E: -437.00382 hartree
- Energy above the lowest of the compared OMol25 structures with the same formula, charge and spin: 87.6 kcal/mol
- Multiplicity: 1

Here are the Löwdin charges for atoms 1 to 5, given in e: -0.15 -0.06 -0.66 0.10 0.02

=====

Below is one molecule with the formula C4H7NO3, with properties calculated with wB97M-V/def2-TZVPD.

The geometry in XYZ format:
```
15
C4H7NO3, DFT wB97M-V/def2-TZVPD
C 0.06 2.22 0.05
C -0.33 0.94 -0.62
O -0.22 0.59 -1.75
O -1.64 0.44 0.29
C -1.21 -0.75 0.50
O -1.76 -1.79 0.70
C 0.62 -0.96 0.42
N 0.89 -2.12 -0.38
H -0.73 2.95 -0.13
H 0.18 2.08 1.12
H 0.99 2.58 -0.40
H 1.40 -0.22 0.24
H 0.71 -1.19 1.48
H 0.80 -1.91 -1.37
H 0.24 -2.87 -0.16
```

Output
- Strongest force on any atom: 4.10 eV/Å
- LUMO level: 0.184 eV
- HOMO level: -8.794 eV
- Structure (SMILES): CC(=O)OC(=O)CN
- Charge: 0
- E: -437.02515 hartree
- Energy above the lowest of the compared OMol25 structures with the same formula, charge and spin: 74.2 kcal/mol
- Multiplicity: 1

Here are the Löwdin charges for atoms 1 to 5, given in e: 0.02 -0.36 0.17 0.07 -0.49

=====

Below is one molecule with the formula C4H7NO3, with properties calculated with wB97M-V/def2-TZVPD.

The geometry in XYZ format:
```
15
C4H7NO3, DFT wB97M-V/def2-TZVPD
N 0.50 -1.68 -0.65
C 0.30 -0.56 0.16
C 1.22 0.45 0.33
O 2.30 0.52 -0.49
C -1.02 -0.37 0.87
C -1.30 0.78 -0.03
O -0.73 1.91 0.04
O -2.28 0.58 -0.94
H 1.31 -1.59 -1.26
H 0.53 -2.56 -0.14
H 1.28 1.09 1.21
H 2.83 1.30 -0.24
H -0.93 -0.07 1.92
H -1.71 -1.20 0.71
H -2.30 1.39 -1.48
```

Output
- Strongest force on any atom: 4.77 eV/Å
- LUMO level: 0.678 eV
- HOMO level: -7.272 eV
- Structure (SMILES): N/C(=C\O)CC(=O)O
- Charge: 0
- E: -437.04139 hartree
- Energy above the lowest of the compared OMol25 structures with the same formula, charge and spin: 64.0 kcal/mol
- Multiplicity: 1

Here are the Löwdin charges for atoms 1 to 5, given in e: 0.09 -0.35 -0.16 0.02 -0.03

=====

Below is one molecule with the formula C4H7NO3, with properties calculated with wB97M-V/def2-TZVPD.

The geometry in XYZ format:
```
15
C4H7NO3, DFT wB97M-V/def2-TZVPD
C 0.17 1.50 1.41
C 0.56 0.19 0.64
C 1.88 -0.33 0.97
O -0.33 -0.81 0.90
N -1.07 -1.11 -0.24
C -0.70 -0.15 -1.20
O -1.22 0.07 -2.25
O 0.43 0.47 -0.79
H 1.14 2.07 1.61
H -0.34 1.06 2.27
H -0.50 2.20 0.85
H 2.71 0.34 0.60
H 1.92 -0.45 2.01
H 2.08 -1.36 0.57
H -2.05 -1.10 0.01
```

Output
- Strongest force on any atom: 3.51 eV/Å
- LUMO level: 0.705 eV
- HOMO level: -9.743 eV
- Structure (SMILES): CC1(C)ONC(=O)O1
- Charge: 0
- E: -437.04057 hartree
- Energy above the lowest of the compared OMol25 structures with the same formula, charge and spin: 64.5 kcal/mol
- Multiplicity: 1

Here are the Löwdin charges for atoms 1 to 5, given in e: 0.03 -0.62 0.00 -0.05 0.15

=====

Below is one molecule with the formula C4H7NO4S, with properties calculated with wB97M-V/def2-TZVPD.

The geometry in XYZ format:
```
17
C4H7NO4S, DFT wB97M-V/def2-TZVPD
C -2.18 1.01 -0.12
C 0.44 -1.34 0.55
C 1.69 -0.83 -0.21
C -0.86 0.28 -0.53
N -0.84 -0.98 0.06
O -2.05 2.11 0.57
O -3.26 0.56 -0.42
O 2.99 1.38 -0.83
O 0.32 1.15 0.02
S 2.24 0.88 0.29
H 0.43 -2.42 0.53
H 0.50 -0.80 1.51
H 2.43 -1.57 0.02
H 1.65 -0.88 -1.29
H -0.71 0.34 -1.56
H -1.71 -1.12 0.68
H -1.08 2.23 0.72
```

Output
- Strongest force on any atom: 5.07 eV/Å
- LUMO level: -0.710 eV
- HOMO level: -9.270 eV
- Charge: 0
- E: -910.42988 hartree
- Energy above the lowest of the compared OMol25 structures with the same formula, charge and spin: 50.8 kcal/mol
- Multiplicity: 1

Here are the Löwdin charges for atoms 1 to 5, given in e: -0.50 -0.24 -0.30 -0.25 -0.03